The following is a DFT calculation (the ωB97M-V functional and the def2-TZVPD basis) of a cluster of 2 separate species, C6H6O2 in total.

Structure (XYZ):
```
14
C6H6O2 the ωB97M-V functional and the def2-TZVPD basis
C 3.01844 -1.57382 -0.51953
C 1.81041 -1.49479 -0.62925
C 0.71485 -2.08256 -1.60755
O 0.63814 -3.19180 -2.02880
H 4.07196 -1.70341 -0.54231
H 0.12047 -1.24637 -2.01610
C -0.48204 1.99692 2.60102
C -0.11807 1.43715 1.56518
O -0.51323 1.29994 0.28303
C -1.87261 1.05023 -0.07425
H -0.54482 2.47004 3.54440
H -2.19279 0.31543 0.67665
H -2.90062 1.42532 -0.11581
H -1.75009 1.29772 -1.13668
```

For the LUMO energy, the calculation gives 0.226 eV. The energy comes out at -382.35950 Eh. The calculation puts the HOMO-LUMO gap at 9.58 eV. As for the SMILES: C#CC=O.C#COC. The HOMO energy is -9.3530 eV. As for the energy above the lowest of the compared OMol25 structures with the same formula, charge and spin: 204.72 kcal per mole.